ORCA calculation (the ωB97M-V functional and the def2-TZVPD basis) on a cluster of 2 separate species, C41H52N2O in total.

```
96
Properties=species:S:1:pos:R:3:forces:R:3
C 1.756270 3.227937 -5.491511 -0.078 -0.305 -0.029
C 0.491839 3.855601 -6.044382 0.266 0.518 -0.034
N -0.712818 3.459822 -5.346698 0.007 -0.084 0.178
C -1.910853 3.881438 -6.038858 -0.349 -0.195 -0.436
C -3.168495 3.742897 -5.203982 0.051 0.131 0.202
C -3.200474 2.413778 -4.456328 -0.474 -0.069 -0.286
C -1.937098 2.165539 -3.700813 0.489 -0.009 0.421
C -0.724715 2.738361 -4.189174 -0.134 -0.442 0.267
C 0.473589 2.544487 -3.442839 -0.490 -0.362 0.435
C 0.433509 1.789012 -2.277449 -0.121 -0.270 -0.528
C -0.722612 1.036239 -1.883965 0.363 0.454 0.189
C -0.687164 -0.041355 -0.909705 1.386 0.687 -2.763
C 0.578821 -0.459933 -0.484613 1.089 -0.435 -0.034
C 0.972259 -1.141063 0.661801 -0.613 -0.264 -0.513
C 2.272363 -1.014711 1.254382 0.687 -0.120 0.001
C 3.295154 -0.191391 0.696669 0.059 -0.409 0.301
C 4.569329 -0.132336 1.236879 -0.545 -0.373 0.095
C 4.867949 -0.858161 2.425626 -0.545 -0.240 -0.130
N 6.132108 -0.854959 2.934966 -0.145 0.117 0.030
C 7.299159 -0.422192 2.198872 0.402 0.477 0.061
C 7.015802 -0.023282 0.761820 -0.049 -0.278 -0.164
C 5.664543 0.671592 0.613994 0.230 0.393 -0.090
C 6.465396 -1.426864 4.220303 0.128 -0.482 0.202
C 5.260864 -1.596178 5.126908 -0.099 0.206 -0.029
C 4.094134 -2.242603 4.386169 0.071 -0.510 0.380
C 3.825866 -1.586927 3.071957 -0.105 0.350 -0.595
C 2.587085 -1.694523 2.463510 -0.013 0.388 -0.402
C -1.917356 1.354772 -2.577145 0.229 -0.081 -0.121
C 1.735157 3.163823 -3.964258 0.378 0.433 0.098
H 1.863854 2.219051 -5.905434 0.003 0.058 0.121
H 2.607572 3.817522 -5.840712 -0.017 -0.132 0.046
H 0.568523 4.956723 -6.005525 0.001 -0.194 0.015
H 0.385297 3.599321 -7.111000 -0.050 0.007 0.236
H -1.784761 4.929139 -6.353998 0.044 -0.198 0.101
H -2.009337 3.292847 -6.968708 0.014 0.088 0.173
H -3.213080 4.568138 -4.484581 -0.024 -0.091 -0.037
H -4.031451 3.829342 -5.867264 0.013 0.063 0.105
H -4.044749 2.408623 -3.761108 0.036 -0.108 -0.111
H -3.367949 1.598499 -5.177532 0.009 0.127 0.135
H 1.343195 1.742756 -1.674299 -0.235 -0.098 -0.262
H -1.577784 -0.628335 -0.784178 -0.302 0.261 0.600
H 1.391829 -0.232386 -1.182708 -0.062 0.746 0.669
H 0.267951 -1.829763 1.135621 -0.055 0.613 0.222
H 3.080718 0.397400 -0.197110 0.109 -0.146 0.270
H 7.754772 0.421747 2.745092 -0.098 -0.121 -0.112
H 8.051903 -1.227949 2.212708 -0.204 0.108 0.037
H 7.823328 0.628272 0.419699 -0.060 -0.097 -0.041
H 7.032353 -0.924002 0.137483 -0.068 0.129 0.006
H 5.449368 0.824177 -0.446706 -0.002 0.094 0.090
H 5.721104 1.666238 1.082605 -0.040 -0.149 -0.056
H 6.956173 -2.404292 4.063140 -0.079 0.152 0.033
H 7.212628 -0.779145 4.701825 -0.133 -0.084 -0.110
H 5.553406 -2.208991 5.981955 -0.047 0.106 -0.002
H 4.955704 -0.614815 5.507258 0.008 -0.091 -0.040
H 4.308333 -3.310819 4.231661 -0.018 0.146 0.047
H 3.193118 -2.187144 5.006235 0.108 -0.091 -0.086
H 1.815508 -2.314877 2.927765 0.194 0.228 -0.065
H -2.845034 0.912636 -2.214115 0.146 0.023 -0.226
H 2.600458 2.589488 -3.621431 -0.074 0.112 0.066
H 1.849015 4.186470 -3.572587 -0.026 -0.154 -0.015
C -5.267657 -3.686954 -0.995672 -0.048 -0.052 -0.102
C -4.186189 -2.650925 -0.668164 0.030 -0.038 0.552
C -2.859583 -3.191196 -1.203451 0.129 -0.018 -0.103
C -4.570341 -1.353086 -1.379837 0.006 0.181 -0.074
C -4.080146 -2.390605 0.852932 0.611 0.602 -0.113
C -3.140572 -1.397458 1.379988 -1.011 -0.527 1.179
O -2.269643 -0.782599 0.649796 -1.046 -0.703 0.668
C -3.237194 -1.109587 2.810634 0.196 -0.012 -0.682
C -2.383492 0.024773 3.414783 -0.185 -0.325 -0.146
C -2.684897 0.230563 4.900052 0.000 0.101 0.110
C -2.660678 1.334471 2.669761 -0.046 0.107 -0.083
C -0.902022 -0.318047 3.279056 0.301 -0.021 -0.084
C -4.090742 -1.849194 3.615594 -0.193 -0.081 0.000
C -4.915311 -2.839747 3.091994 -0.063 -0.154 0.096
C -4.903993 -3.087845 1.723648 -0.153 0.009 0.276
H -6.257535 -3.355908 -0.659724 0.154 -0.095 -0.024
H -5.320316 -3.833692 -2.081679 0.053 0.051 0.110
H -5.041827 -4.659269 -0.542601 -0.083 0.138 -0.064
H -2.046479 -2.487124 -1.022481 -0.065 -0.162 0.013
H -2.613532 -4.134570 -0.701761 -0.007 0.107 -0.118
H -2.936452 -3.371271 -2.282736 0.062 -0.045 0.061
H -3.829138 -0.574218 -1.183665 -0.142 -0.102 0.063
H -4.636047 -1.520669 -2.462171 -0.012 0.051 0.046
H -5.545400 -1.001780 -1.019284 0.164 -0.032 -0.084
H -2.442637 -0.667170 5.481768 -0.082 0.153 -0.041
H -2.073258 1.052854 5.292452 -0.060 -0.087 -0.100
H -3.737944 0.490301 5.062858 0.163 -0.080 0.022
H -2.406435 1.219615 1.611849 -0.111 0.063 0.205
H -3.721527 1.598252 2.754843 0.147 0.029 -0.008
H -2.057390 2.144237 3.096806 -0.069 -0.001 -0.007
H -0.631048 -0.339200 2.223316 -0.114 0.040 0.229
H -0.274181 0.428127 3.781870 -0.048 -0.029 0.013
H -0.690465 -1.302714 3.713979 -0.007 0.093 0.004
H -4.140923 -1.650845 4.688808 -0.006 -0.072 -0.381
H -5.580901 -3.403918 3.743529 0.141 0.099 -0.110
H -5.585687 -3.848294 1.336719 0.233 0.277 0.161
```
Forces are in eV/Å.

Output
E = -1778.18819 Ha
spin multiplicity = 1
Kohn-Sham gap = 4.14 eV
net charge = 0
largest force on an atom = 3.17 eV/A